# C5H11O3

A 2-piece molecular cluster, C5H11O3 overall in a non-equilibrium geometry (the ωB97M-V functional and the def2-TZVPD basis, the Open Molecules 2025 dataset).

Each line ends with the Mulliken charge.
Geometry (Å):
C1 1.20791 0.76572 -0.04363  -0.04
C2 2.09332 1.99557 -0.05668  -1.34
C3 1.97132 -0.56767 0.23443  0.38
O1 3.11601 -0.62460 -0.33763  -0.76
O2 1.34098 -1.42349 0.87989  -0.67
H1 0.41469 0.87036 0.59213  0.31
H2 0.70060 0.65815 -1.02524  0.11
H3 2.96308 1.74461 0.59225  0.26
H4 1.49235 2.79258 0.13409  0.52
H5 2.66143 2.09357 -1.02637  0.21
C4 -1.71630 -0.65004 -0.33171  -0.02
C5 -1.80398 -1.38997 0.84868  -1.05
O3 -3.15226 -0.49128 -0.74682  -0.57
H6 -1.50645 0.44197 -0.32871  0.16
H7 -1.31850 -0.97106 -1.30223  0.28
H8 -2.23029 -0.76822 1.61538  0.23
H9 -3.05000 -0.13677 -1.59613  0.29
H10 -0.88217 -2.03014 1.14556  0.26
H11 -2.30174 -2.30930 0.75276  0.44

Its total charge is -1. The strongest force on any atom is 6.23 eV/Å. The calculated total energy comes out at -422.81459 Ha. As for the HOMO energy: -0.1485 Eh. Its multiplicity is 1.


# C5H8NO8S

A 2-piece molecular cluster, C5H8NO8S overall in a non-equilibrium geometry (the ωB97M-V functional and the def2-TZVPD basis, the Open Molecules 2025 dataset).

Each line ends with the Mulliken spin population.
Geometry (Å):
C1 0.36195 -0.38262 0.19568  0.19
C2 3.34461 -1.13554 -0.56888  0.01
C3 2.72568 -0.07842 0.34298  0.00
C4 -2.39010 2.41188 1.27750  0.02
C5 -0.86344 -0.02605 -0.36858  0.45
N1 -1.05503 1.01687 -1.19215  0.33
O1 -3.37419 -0.49537 0.37026  0.02
O2 0.51581 -1.29107 1.03418  0.16
O3 -0.18636 1.71854 -1.73285  0.36
O4 -2.26002 1.24757 -1.35664  0.43
O5 -2.64324 -1.47081 -1.73735  0.02
O6 -1.83058 -2.35273 0.32376  0.00
O7 -1.32628 2.45800 1.84675  0.00
O8 1.42949 0.29157 -0.22148  0.03
S1 -2.32732 -1.04391 -0.41021  0.00
H1 4.37172 -1.25594 -0.28350  0.00
H2 2.97917 -2.10046 -0.44142  0.00
H3 3.18579 -0.67287 -1.53336  0.00
H4 3.22939 0.88322 0.16327  0.00
H5 2.67960 -0.39644 1.34674  0.00
H6 -2.82530 1.35522 1.11118  -0.01
H7 -2.72453 3.43841 1.03580  0.00
H8 -1.01682 -2.11905 0.79833  0.00

Its total charge is -1. The strongest force on any atom is 4.78 eV/Å. The calculated total energy comes out at -1249.98993 Ha. As for the HOMO energy (alpha / beta): -0.0720 / -0.1992 Eh. Its multiplicity is 3.


# C20H32ClFN6O14

A 6-piece molecular cluster, C20H32ClFN6O14 overall in a non-equilibrium geometry (the ωB97M-V functional and the def2-TZVPD basis, the Open Molecules 2025 dataset).

Each line ends with the Mulliken charge.
Geometry (Å):
C1 2.53287 -3.34222 -2.03600  -0.90
C2 3.26332 -2.35878 -1.09348  -0.19
O1 3.70245 -1.18706 -1.78321  -0.50
C3 2.91096 -0.08817 -1.36499  0.22
C4 3.26551 1.19547 -2.12249  -0.74
O2 2.73528 2.37488 -1.49717  -0.51
C5 1.36085 2.37138 -1.63468  0.02
C6 0.83622 2.82696 -2.82061  -0.20
C7 -0.52449 2.82926 -3.06447  0.08
Cl1 -1.20131 3.38083 -4.56137  -0.16
C8 -1.33436 2.35399 -2.08115  0.57
C9 -0.80087 1.92183 -0.85195  0.57
C10 0.54241 1.92315 -0.59826  -0.56
C11 -2.01594 1.47771 -0.02206  0.02
O3 -2.20719 1.53050 1.16124  -0.60
N1 -2.92373 1.04162 -1.05131  0.09
C12 -2.62594 -0.26186 -1.62669  -0.53
C13 -3.49517 -0.58063 -2.85062  0.52
C14 -2.97756 -1.91192 -3.46558  -1.16
F1 -4.81677 -0.71195 -2.49882  -0.37
C15 -2.85258 2.15715 -1.97689  -0.46
O4 -3.75933 2.77654 -2.45032  -0.52
H1 1.47896 -3.04476 -2.05807  0.08
H2 2.60671 -4.34552 -1.60624  0.37
H3 2.95834 -3.29487 -3.04023  0.28
H4 4.09938 -2.84160 -0.57475  0.44
H5 2.54095 -2.06257 -0.32207  0.15
H6 3.00237 0.12142 -0.27864  0.27
H7 1.85529 -0.32676 -1.59819  0.09
H8 4.36048 1.25882 -2.12333  0.37
H9 2.97090 1.16266 -3.18013  0.40
H10 1.48271 3.18656 -3.61617  0.59
H11 0.92600 1.56559 0.34733  0.69
H12 -1.58059 -0.36782 -1.96560  0.12
H13 -2.80329 -1.07063 -0.90601  0.39
H14 -3.34977 0.17769 -3.63076  0.25
H15 -2.01484 -2.15457 -2.99799  0.26
H16 -3.65877 -2.71552 -3.17554  0.35
H17 -2.81489 -1.83123 -4.53964  0.33
C16 -1.50888 -0.21032 3.73653  -0.75
N2 -0.14334 -0.78127 3.61666  1.00
O5 0.58593 -0.33556 2.75134  -0.56
O6 0.15364 -1.66237 4.39315  -0.53
H18 -1.62849 0.55614 2.97874  0.31
H19 -2.21207 -1.02236 3.58457  0.26
H20 -1.60539 0.20529 4.73485  0.33
C17 -2.46648 -3.74571 6.00545  -0.65
N3 -3.57362 -2.75525 6.12100  0.89
O7 -4.66530 -3.16254 6.44574  -0.54
O8 -3.29691 -1.59620 5.87947  -0.53
H21 -2.85616 -4.72763 6.24765  0.32
H22 -2.10313 -3.71235 4.98241  0.22
H23 -1.68769 -3.45275 6.70399  0.28
C18 2.69563 -2.65703 6.49454  -0.73
N4 1.96565 -3.91356 6.81577  0.91
O9 0.81847 -3.81532 7.20432  -0.53
O10 2.56933 -4.95127 6.66589  -0.53
H24 2.03335 -1.81826 6.67417  0.27
H25 3.56745 -2.60974 7.14086  0.32
H26 2.98403 -2.70517 5.44837  0.29
C19 -2.49604 5.13495 -8.55605  -0.71
N5 -1.12371 4.55891 -8.57787  0.87
O11 -0.34317 4.99639 -9.39459  -0.52
O12 -0.88512 3.68683 -7.76966  -0.51
H27 -2.56367 5.89569 -9.32515  0.31
H28 -3.19321 4.32458 -8.74771  0.27
H29 -2.65494 5.56274 -7.57031  0.28
C20 2.94539 2.06621 3.45151  -0.82
N6 3.38447 1.12186 2.39145  0.88
O13 4.05534 0.17272 2.72173  -0.58
O14 3.03653 1.37820 1.25296  -0.50
H30 3.32597 1.71639 4.40436  0.33
H31 3.35076 3.04384 3.20497  0.28
H32 1.86076 2.07843 3.44577  0.26

The strongest force on any atom is 2.55 eV/Å. The calculated total energy comes out at -2722.70523 Ha. As for the HOMO energy: -0.3531 Eh. Its multiplicity is 1. Its SMILES is CCOCCOc1cc(Cl)c2c(c1)C(=O)N(C[C@@H](C)F)C2=O.C[N+](=O)[O-].C[N+](=O)[O-].C[N+](=O)[O-].C[N+](=O)[O-].C[N+](=O)[O-].


# C9H9NO3

C9H9NO3 as an isolated structure in a non-equilibrium geometry (the ωB97M-V functional and the def2-TZVPD basis, the Open Molecules 2025 dataset).

Each line ends with the Mulliken charge.
Geometry (Å):
C1 1.23634 2.81211 0.01013  -0.89
C2 0.92790 0.45789 -0.16482  0.85
C3 2.23213 0.12229 -0.00677  -0.71
C4 2.52455 -1.29573 -0.00714  -0.36
C5 1.69240 -2.29338 0.04858  -0.60
C6 0.32710 -1.79276 -0.03480  -0.08
C7 -0.08950 -0.50779 -0.11946  0.38
C8 -1.64019 -0.11631 0.21911  -0.24
C9 -2.63732 -0.85384 -0.40159  -0.26
H1 0.64075 3.66423 0.23650  0.38
H2 2.20106 3.04806 -0.58535  0.31
H3 1.45736 2.71940 1.24123  0.31
H4 2.90551 0.89911 0.22669  0.45
H5 3.60778 -1.49591 0.12131  0.26
H6 1.64257 -3.57780 -0.23659  0.18
H7 -0.15035 -2.88585 -0.00311  0.09
H8 -1.66879 0.78464 1.24447  0.21
H9 -2.78332 -1.66052 -1.34582  0.29
N1 -3.90655 -0.04727 0.00092  0.80
O1 0.23353 1.67379 -0.48707  -0.35
O2 -4.87638 -0.86081 0.12023  -0.54
O3 -3.87656 1.20648 -0.07666  -0.47

The strongest force on any atom is 6.71 eV/Å. The calculated total energy comes out at -628.43787 Ha. As for the HOMO energy: -0.3415 Eh. Its multiplicity is 1.


# C2H8NO4

An isolated ion of composition C2H8NO4 and charge +1 in a non-equilibrium geometry (the ωB97M-V functional and the def2-TZVPD basis, the Open Molecules 2025 dataset).

Each line ends with the Mulliken charge.
Geometry (Å):
C1 1.75607 -0.53557 0.24228  -0.78
N1 0.42178 -0.61626 -0.43621  -0.21
C2 -0.54359 0.58625 -0.17911  0.71
O1 -0.35990 0.73159 1.17718  -0.53
O2 -0.29225 1.72601 -0.84275  -0.46
O3 -1.73377 0.19745 -0.48868  -0.19
O4 -2.01893 -1.08644 -0.04540  -0.36
H1 2.44353 -0.15673 -0.58680  0.31
H2 1.64120 0.16353 1.03954  0.30
H3 2.05965 -1.49419 0.62673  0.37
H4 0.55039 -0.90044 -1.43750  0.35
H5 -0.16789 -1.26534 0.08578  0.42
H6 -0.65834 1.61967 1.41966  0.37
H7 -0.89754 2.00374 -1.44364  0.33
H8 -2.20042 -0.97329 0.86892  0.36

Its total charge is +1. The strongest force on any atom is 5.19 eV/Å. The calculated total energy comes out at -436.34875 Ha. As for the HOMO energy: -0.6110 Eh. Its multiplicity is 1. Its SMILES is C[NH2+]C(O)(O)OO.


# CH7O3

A 3-piece molecular cluster, CH7O3 overall (the ωB97M-V functional and the def2-TZVPD basis, the Open Molecules 2025 dataset).

Each line ends with the Mulliken charge.
Geometry (Å):
C1 0.13371 -1.25721 -0.18284  -0.51
O1 -0.05535 0.02851 -0.63236  -0.91
H1 1.13053 -1.33363 0.33064  0.19
H2 -0.71082 -1.60947 0.48146  0.16
H3 0.19506 -1.98028 -1.01521  0.17
H4 1.01456 0.93824 -0.35063  0.48
H5 1.88237 1.64101 -1.35638  0.25
O2 1.87807 1.57526 -0.39965  -0.80
H6 -1.95864 0.48279 1.79078  0.27
H7 -1.34317 0.65654 0.40374  0.41
O3 -2.16632 0.85823 0.93045  -0.71

Its total charge is -1. The strongest force on any atom is 0.81 eV/Å. The calculated total energy comes out at -268.03260 Ha. As for the HOMO energy: -0.1387 Eh. Its multiplicity is 1.


# C8H15N

One molecule with the formula C8H15N in a non-equilibrium geometry (the ωB97M-V functional and the def2-TZVPD basis, the Open Molecules 2025 dataset).

Each line ends with the Mulliken charge.
Geometry (Å):
C1 -2.82575 -0.15954 -0.79209  -1.43
C2 -1.53463 -0.55628 -0.19797  0.55
C3 -0.20116 -0.26804 -0.85563  -0.62
N1 1.23719 -0.27801 -0.90623  -0.02
C4 2.01562 -1.42868 -0.36647  -0.76
C5 1.69195 1.13318 -0.58382  -0.40
C6 0.32350 1.68400 0.33229  -0.50
C7 -0.65300 0.35639 0.48412  0.28
C8 -0.09492 -0.50667 1.72252  -1.21
H1 -3.17454 -0.77508 -1.73078  0.26
H2 -3.66407 -0.00043 -0.14097  0.41
H3 -2.72641 1.05136 -1.12245  0.21
H4 -1.37137 -1.31773 0.55585  0.19
H5 -0.59542 0.71204 -1.34859  0.29
H6 1.83868 -2.38415 -1.09774  0.21
H7 1.69639 -1.75492 0.66939  0.26
H8 2.99697 -0.89710 -0.54774  0.39
H9 1.88102 1.95285 -1.44202  0.19
H10 2.78478 0.92129 -0.02435  0.30
H11 -0.22450 2.78775 -0.05198  0.22
H12 0.77817 1.71621 1.58163  0.24
H13 -0.50642 -1.59727 1.57082  0.41
H14 -0.80239 0.19675 2.61286  0.27
H15 1.13031 -0.58793 1.67937  0.27

The strongest force on any atom is 5.82 eV/Å. The calculated total energy comes out at -368.18348 Ha. As for the HOMO energy: -0.2767 Eh. Its multiplicity is 1. Its SMILES is C[C@H]1[C@@H]2N(C)CC[C@]21C.